DFT (the ωB97M-V functional and the def2-TZVPD basis) results for a molecular structure, C19H34F6OP2Zr in a non-equilibrium geometry.

The total charge is +2. Its relative energy (zero: lowest compared OMol25 entry of this formula, charge and spin) is 1.274 eV. As for the HOMO energy (spin up / spin down): -10.714 / -10.710 eV. The LUMO energy (spin up / spin down) comes out at -7.35 / -7.35 eV. The multiplicity is 1. Its HOMO-LUMO gap (spin up / spin down) is 3.4 / 3.4 eV.

Positions of all 63 atoms, in Å:
P: -0.35 -2.15 -2.34
P: 0.18 2.03 -2.38
C: -0.50 -0.71 -3.54
C: 0.45 0.55 -3.47
H: -1.56 -0.39 -3.61
H: -0.28 -1.18 -4.51
H: 1.49 0.23 -3.31
H: 0.43 1.02 -4.47
C: -1.08 3.05 -3.17
H: -1.31 3.91 -2.53
H: -2.00 2.48 -3.34
H: -0.69 3.41 -4.13
C: 1.70 2.98 -2.54
H: 1.63 3.59 -3.45
H: 2.57 2.30 -2.62
H: 1.82 3.63 -1.66
C: -1.56 -3.38 -2.88
H: -1.55 -4.22 -2.19
H: -1.28 -3.75 -3.88
H: -2.57 -2.94 -2.93
C: 1.26 -2.90 -2.65
H: 2.05 -2.16 -2.80
H: 1.17 -3.51 -3.57
H: 1.53 -3.58 -1.83
Zr: 0.15 -1.97 2.36
C: -0.21 2.06 -0.58
C: -1.60 1.58 -0.48
C: -1.87 0.24 -0.94
C: -1.70 -1.02 -0.01
C: -0.56 -1.93 -0.55
C: 0.80 -1.46 0.10
C: 1.18 -0.12 -0.49
C: 0.77 1.15 0.25
C: 1.51 -3.30 3.37
H: -0.08 3.11 -0.26
H: -2.26 2.04 0.23
H: -1.09 0.10 -1.70
H: -2.82 0.15 -1.50
H: -1.54 -0.70 1.06
H: -2.65 -1.57 0.00
H: -0.78 -2.98 -0.25
H: 1.61 -2.19 -0.04
H: 0.68 -0.11 -1.45
H: 2.25 -0.08 -0.76
H: 0.30 0.95 1.21
H: 1.69 1.72 0.50
H: 2.21 -2.80 4.05
H: 2.09 -3.93 2.67
H: 0.89 -3.99 3.98
C: -1.25 0.57 5.14
C: -0.06 0.94 4.30
O: 0.26 -0.28 3.16
C: -0.25 2.26 3.55
F: -0.37 3.33 4.39
F: 0.76 2.55 2.69
F: -1.41 2.21 2.80
C: 1.27 0.95 5.06
F: 1.33 1.86 6.08
F: 1.47 -0.29 5.63
F: 2.32 1.17 4.24
H: -2.16 0.72 4.54
H: -1.28 1.22 6.03
H: -1.17 -0.48 5.43

Löwdin atomic charge list, values in e, 2 entries: 0.967, 0.955

=====

DFT (the ωB97M-V functional and the def2-TZVPD basis) results for 2 unconnected molecules or ions with the total composition CH2IN in a non-equilibrium geometry.

The total charge is 0. Its relative energy (zero: lowest compared OMol25 entry of this formula, charge and spin) is 1.586 eV. As for the HOMO energy (spin up / spin down): -8.901 / -8.558 eV. The LUMO energy (spin up / spin down) comes out at -1.15 / -2.17 eV. The multiplicity is 1. Its HOMO-LUMO gap (spin up / spin down) is 7.8 / 6.4 eV.

Positions of all 5 atoms, in Å:
C: 0.34 0.38 0.18
N: -0.57 -0.38 0.04
I: 3.47 -0.01 0.00
H: 0.50 1.43 0.05
H: -0.60 -1.38 0.10

natural (NBO) atomic charge list, values in e, 2 entries: 0.317, -0.564

=====

DFT (the ωB97M-V functional and the def2-TZVPD basis) results for a single C23H21BrN2O4 molecule.

The total charge is 0. Its relative energy (zero: lowest compared OMol25 entry of this formula, charge and spin) is 0.295 eV. As for the HOMO energy: -7.896 eV. The SMILES is COc1cc(NC(=O)c2ccccc2)c(OC)cc1NC(=O)Cc1ccc(Br)cc1. The LUMO energy comes out at 0.44 eV. The multiplicity is 1. Its HOMO-LUMO gap is 8.3 eV.

Positions of all 51 atoms, in Å:
C: 0.46 3.01 2.55
O: -0.31 3.15 1.38
C: -0.16 2.21 0.40
C: 0.70 1.13 0.47
C: 0.77 0.22 -0.57
N: 1.59 -0.91 -0.53
C: 2.46 -1.30 0.44
O: 2.70 -0.67 1.44
C: 3.14 -2.60 0.14
C: 4.41 -2.80 0.68
C: 5.08 -3.99 0.46
C: 4.49 -4.99 -0.29
C: 3.22 -4.81 -0.81
C: 2.54 -3.62 -0.59
C: -0.01 0.40 -1.72
O: 0.14 -0.55 -2.71
C: -0.58 -0.38 -3.90
C: -0.87 1.49 -1.79
C: -0.97 2.37 -0.73
N: -1.88 3.45 -0.79
C: -3.24 3.38 -0.73
O: -3.92 4.38 -0.72
C: -3.83 1.97 -0.67
C: -3.21 1.18 0.45
C: -2.71 -0.10 0.24
C: -2.08 -0.79 1.26
C: -1.97 -0.20 2.50
Br: -1.06 -1.13 3.90
C: -2.51 1.05 2.75
C: -3.13 1.73 1.72
H: 0.17 3.84 3.19
H: 0.26 2.07 3.06
H: 1.53 3.08 2.33
H: 1.32 0.96 1.33
H: 1.52 -1.47 -1.37
H: 4.85 -2.01 1.27
H: 6.07 -4.13 0.87
H: 5.02 -5.92 -0.46
H: 2.75 -5.60 -1.37
H: 1.54 -3.51 -0.98
H: -0.29 -1.21 -4.54
H: -0.33 0.56 -4.40
H: -1.66 -0.42 -3.73
H: -1.48 1.67 -2.66
H: -1.50 4.37 -0.61
H: -3.69 1.47 -1.62
H: -4.90 2.10 -0.50
H: -2.79 -0.56 -0.74
H: -1.67 -1.78 1.08
H: -2.43 1.49 3.73
H: -3.53 2.72 1.90

natural (NBO) atomic charge list, values in e, 2 entries: -0.253, -0.502

=====

DFT (the ωB97M-V functional and the def2-TZVPD basis) results for a molecular structure, C9H10Br3N2O11V2 in a non-equilibrium geometry.

The total charge is -1. As for the HOMO energy: -5.023 eV. The LUMO energy comes out at 0.97 eV. The multiplicity is 1. Its HOMO-LUMO gap is 6.0 eV.

Positions of all 37 atoms, in Å:
O: 2.10 -1.84 3.43
V: 1.67 -2.75 2.21
O: 2.81 -2.74 1.07
O: 0.20 -1.75 -2.35
V: 1.17 -1.86 -1.12
O: 2.66 -1.83 -1.62
N: 0.59 -5.09 -0.37
O: 0.42 -5.02 0.86
O: 0.26 -6.10 -1.00
O: 1.07 -4.09 -0.99
O: 0.43 -1.58 0.89
C: -0.81 -1.44 1.54
C: -1.27 -2.67 2.31
O: -0.35 -3.40 3.05
H: -1.60 -1.19 0.81
H: -0.78 -0.58 2.23
H: -1.53 -3.39 1.50
H: -2.25 -2.51 2.78
C: -0.42 4.56 1.03
C: -0.64 3.22 1.29
C: 0.04 2.27 0.54
C: 1.03 2.66 -0.33
C: 1.28 4.01 -0.57
C: 0.47 4.95 0.03
N: 1.66 1.68 -1.22
O: 1.41 0.51 -1.02
O: 2.42 2.09 -2.06
H: -0.97 5.34 1.55
H: -1.29 3.00 2.12
H: -0.23 1.22 0.56
H: 1.83 4.31 -1.45
H: 0.48 5.99 -0.25
C: -2.29 0.70 -3.12
Br: -1.03 2.09 -3.48
Br: -3.88 0.95 -4.23
Br: -2.84 0.55 -1.27
H: -1.84 -0.26 -3.33

Löwdin atomic charge list, values in e, 2 entries: -0.344, 1.032

=====

DFT (the ωB97M-V functional and the def2-TZVPD basis) results for a molecular structure, C21H21Br2N2O3PdS in a non-equilibrium geometry.

The total charge is +1. As for the HOMO energy (spin up / spin down): -11.815 / -11.814 eV. The LUMO energy (spin up / spin down) comes out at -5.09 / -5.09 eV. The multiplicity is 1. Its HOMO-LUMO gap (spin up / spin down) is 6.7 / 6.7 eV.

Positions of all 51 atoms, in Å:
Pd: 0.40 0.26 0.05
Br: 2.21 4.19 -4.68
C: 1.46 3.28 -3.21
C: 2.07 3.38 -1.94
C: 1.50 2.71 -0.90
N: 0.36 2.00 -0.99
C: -0.21 1.82 -2.26
C: 0.34 2.49 -3.37
C: -1.27 0.88 -2.37
C: -2.04 0.68 -3.54
C: -2.96 -0.34 -3.57
Br: -4.00 -0.64 -5.13
C: -3.14 -1.18 -2.46
C: -2.37 -0.92 -1.34
N: -1.51 0.09 -1.28
H: 2.96 3.97 -1.80
H: 1.93 2.78 0.10
H: -0.09 2.36 -4.34
H: -1.91 1.32 -4.40
H: -3.84 -1.99 -2.48
H: -2.48 -1.52 -0.45
C: -2.20 2.23 1.67
C: -1.06 1.64 2.53
C: 0.04 2.70 2.70
C: -0.58 0.40 1.86
C: -1.52 1.16 3.91
C: -2.81 1.40 4.38
C: -3.16 1.03 5.67
C: -2.25 0.38 6.49
C: -0.96 0.12 6.01
C: -0.61 0.49 4.73
H: -1.81 2.44 0.68
H: -2.55 3.16 2.12
H: -3.02 1.53 1.58
H: 0.36 3.05 1.72
H: 0.89 2.29 3.24
H: -0.35 3.55 3.26
H: -1.17 -0.50 2.04
H: -3.54 1.92 3.78
H: -4.15 1.24 6.03
H: -2.54 0.06 7.48
H: -0.25 -0.39 6.64
H: 0.37 0.26 4.36
C: 3.40 -0.55 0.70
S: 2.19 -1.51 -0.24
O: 2.77 -2.72 -0.68
O: 1.74 -0.58 -1.32
O: 1.03 -1.64 0.69
H: 4.12 -0.14 0.01
H: 3.88 -1.23 1.39
H: 2.87 0.25 1.24

natural (NBO) atomic charge list, values in e, 2 entries: 0.921, 0.162

=====

DFT (the ωB97M-V functional and the def2-TZVPD basis) results for a single C3H4F2 molecule in a non-equilibrium geometry.

The total charge is 0. Its relative energy (zero: lowest compared OMol25 entry of this formula, charge and spin) is 2.469 eV. As for the HOMO energy: -10.455 eV. The SMILES is C=CC(F)F. The LUMO energy comes out at 1.08 eV. The multiplicity is 1. Its HOMO-LUMO gap is 11.5 eV.

Positions of all 9 atoms, in Å:
C: 1.15 0.25 -0.39
C: 0.26 -0.62 -0.05
C: -1.05 -0.02 0.17
F: -0.90 1.31 -0.05
F: -2.01 -0.35 -0.49
H: 0.77 1.34 -0.32
H: 2.36 0.02 -0.41
H: 0.53 -1.74 0.37
H: -1.10 -0.19 1.16

natural (NBO) atomic charge list, values in e, 2 entries: -0.376, -0.305